(1)
Entry from the OMol25 dataset: C25H31BrN10RuS as an isolated structure in a non-equilibrium geometry (ωB97M-V/def2-TZVPD).

Last column: Löwdin spin population.
Geometry (Å):
Ru 0.026 0.401 -0.038  0.8097
S 2.222 -0.818 -0.566  0.0753
C 3.020 0.337 0.465  0.0139
C 4.376 0.275 0.812  0.0033
C 4.897 1.264 1.617  -0.0014
C 4.070 2.295 2.068  0.0030
C 2.749 2.280 1.684  0.0069
N 2.230 1.327 0.897  0.0720
H 4.983 -0.539 0.442  0.0018
H 5.943 1.244 1.897  -0.0001
H 4.447 3.089 2.697  0.0005
H 2.069 3.064 2.007  0.0005
N 0.671 -2.531 1.714  -0.0003
C 0.060 -1.645 2.497  -0.0005
N -0.347 -2.045 3.698  0.0001
C -0.936 -1.120 4.448  -0.0001
N -1.403 -1.481 5.644  -0.0001
N -1.086 0.178 4.095  0.0007
C -0.643 0.465 2.899  -0.0002
N -0.097 -0.372 2.022  -0.0050
C -0.742 1.863 2.439  0.0041
C -1.212 2.870 3.260  -0.0014
C -1.293 4.156 2.756  0.0065
C -0.913 4.383 1.444  -0.0012
C -0.460 3.319 0.686  0.0051
N -0.363 2.081 1.180  -0.0063
H 0.967 -3.385 2.158  0.0000
H 1.220 -2.160 0.937  0.0000
H -1.309 -2.434 5.946  0.0000
H -1.838 -0.795 6.233  0.0000
H -1.503 2.622 4.270  -0.0002
H -1.653 4.968 3.373  0.0003
H -0.964 5.370 1.006  -0.0002
H -0.154 3.449 -0.340  0.0004
Br 1.503 2.984 -6.045  -0.0002
C 0.996 2.450 -4.327  -0.0008
C -0.277 1.961 -4.096  -0.0001
C -0.606 1.581 -2.810  -0.0012
N 0.242 1.658 -1.776  -0.0059
C 1.469 2.142 -2.021  -0.0010
C 1.887 2.549 -3.273  -0.0001
H -1.001 1.880 -4.893  0.0000
H -1.597 1.218 -2.586  0.0000
H 2.134 2.210 -1.174  -0.0001
H 2.887 2.933 -3.414  0.0000
C -2.022 0.708 -0.158  -0.0120
H -2.504 0.086 -0.904  0.0036
H -2.200 1.756 -0.399  0.0025
H -2.459 0.494 0.820  -0.0014
C 0.280 -2.905 -1.647  0.0012
C -0.352 -4.136 -2.358  0.0011
N -1.781 -3.925 -2.545  -0.0001
C -1.983 -2.739 -3.364  0.0005
C -1.364 -1.502 -2.653  0.0005
N -0.769 -1.899 -1.356  0.0263
C -1.803 -2.537 -0.504  0.0003
C -2.432 -3.746 -1.253  0.0003
H 1.042 -2.438 -2.268  -0.0001
H 0.745 -3.206 -0.714  -0.0001
H -0.210 -5.042 -1.768  0.0001
H 0.105 -4.294 -3.335  0.0001
H -3.054 -2.604 -3.520  0.0000
H -1.516 -2.906 -4.335  0.0001
H -2.127 -0.751 -2.477  0.0000
H -0.571 -1.057 -3.256  -0.0001
H -2.559 -1.797 -0.252  -0.0001
H -1.323 -2.852 0.417  -0.0001
H -3.497 -3.587 -1.426  0.0000
H -2.317 -4.665 -0.678  0.0000

Properties
Frontier orbital gap (spin up / spin down) in eV: 6.921 / 6.838
ΔE to the lowest compared entry with this formula, charge and spin in eV: 0.3166
2S+1: 2
Total charge: +1
HOMO energy (spin up / spin down) in eV: -10.1 / -10.2
Electronic energy in a.u.: -4585.77517



(2)
Entry from the OMol25 dataset: C25H31CoN7O11S as an isolated structure in a non-equilibrium geometry (ωB97M-V/def2-TZVPD).

Last column: Löwdin spin population.
Geometry (Å):
Co 0.383 0.285 -0.188  0.9590
O -2.345 -2.443 0.303  -0.0021
C -1.692 -1.801 -0.502  0.0000
O -1.407 -0.540 -0.375  -0.0010
C -1.272 -2.464 -1.809  0.0002
C -1.603 -1.597 -3.029  0.0000
C -1.436 -2.432 -4.316  0.0000
C 0.105 -2.407 -4.479  0.0000
C 0.526 -1.691 -3.186  -0.0001
O -0.509 -0.697 -3.094  0.0001
C 0.263 -2.659 -2.009  0.0003
C 1.149 -2.547 -0.749  0.0000
O 1.774 -3.566 -0.451  -0.0011
O 1.158 -1.481 -0.057  -0.0072
H -1.800 -3.418 -1.847  0.0000
H -2.536 -1.040 -2.950  0.0000
H -1.943 -1.964 -5.162  0.0000
H -1.834 -3.442 -4.196  0.0000
H 0.402 -1.811 -5.344  0.0000
H 0.545 -3.400 -4.573  0.0000
H 1.506 -1.229 -3.188  -0.0001
H 0.458 -3.678 -2.345  0.0000
C 1.446 -4.975 5.205  0.0000
C 0.827 -3.661 4.807  0.0000
C 0.827 -3.255 3.477  0.0000
C 0.305 -2.024 3.107  -0.0002
C -0.233 -1.188 4.074  -0.0001
C -0.242 -1.576 5.407  0.0000
C 0.282 -2.810 5.765  0.0000
S -0.858 0.415 3.585  0.0023
O -0.710 1.251 4.774  0.0026
O -2.251 0.183 3.199  0.0002
N -0.021 0.871 2.355  0.0181
C 1.277 1.410 2.777  0.0006
C 2.300 1.577 1.652  0.0004
O 3.322 2.211 1.942  -0.0008
O 2.069 1.085 0.503  -0.0021
H 1.296 -5.729 4.432  0.0000
H 1.020 -5.348 6.138  0.0000
H 2.524 -4.871 5.352  0.0000
H 1.248 -3.889 2.705  0.0000
H 0.338 -1.721 2.072  0.0001
H -0.648 -0.901 6.148  0.0000
H 0.280 -3.113 6.808  0.0000
H 1.772 0.792 3.538  0.0000
H 1.165 2.398 3.237  0.0002
C 2.447 2.885 -4.499  0.0001
N 2.450 3.025 -3.048  0.0017
C 3.526 2.210 -2.460  0.0012
C 2.848 0.856 -2.259  0.0025
O 3.419 -0.219 -2.282  0.0014
N 1.513 1.089 -2.107  0.0261
C 1.291 2.391 -2.445  0.0023
N 0.057 2.576 -3.125  -0.0001
H 3.288 3.456 -4.899  0.0000
H 1.522 3.276 -4.912  0.0000
H 2.550 1.839 -4.822  0.0000
H 3.782 2.585 -1.467  0.0002
H 4.414 2.178 -3.088  0.0001
H -0.453 1.703 -3.027  -0.0001
H -0.495 3.350 -2.786  0.0000
C -2.282 4.252 2.104  0.0000
N -1.236 3.536 1.421  -0.0001
C -0.119 4.220 0.786  -0.0001
C 0.284 3.198 -0.253  -0.0006
O 1.181 3.426 -1.111  -0.0004
N -0.450 2.110 -0.143  -0.0036
C -1.423 2.353 0.798  0.0003
N -2.442 1.536 0.941  -0.0003
H -1.881 4.756 2.984  0.0000
H -3.041 3.548 2.434  0.0000
H -2.747 4.993 1.443  0.0000
H 0.708 4.399 1.478  0.0000
H -0.419 5.167 0.321  0.0000
H -2.239 0.610 0.486  0.0002
H -2.755 1.359 1.900  0.0000

Properties
Frontier orbital gap (spin up / spin down) in eV: 6.922 / 7.051
ΔE to the lowest compared entry with this formula, charge and spin in eV: 0.3104
2S+1: 2
Total charge: -2
HOMO energy (spin up / spin down) in eV: -2.7 / -2.8
Electronic energy in a.u.: -3963.32853



(3)
Entry from the OMol25 dataset: a 3-piece molecular cluster, C25H31F16NO7 overall in a non-equilibrium geometry (ωB97M-V/def2-TZVPD).

Last column: Löwdin charge in e.
Geometry (Å):
C 2.678 -1.184 1.041  0.1119
C 2.907 -1.312 -0.139  -0.1101
C 3.499 -1.249 -1.518  -0.1006
C 2.722 -0.306 -2.486  -0.2767
C 1.387 -0.949 -2.998  -0.0662
C 0.068 -0.158 -2.721  -0.1829
C -0.921 -0.862 -1.732  -0.1600
C -2.380 -0.343 -1.963  -0.1990
N -2.482 1.127 -1.874  -0.1063
C -2.494 1.779 -3.230  -0.0575
C -3.709 1.548 -1.253  -0.4821
C -3.717 2.997 -0.693  0.0056
O -4.718 0.885 -1.167  0.0711
O 3.591 -0.393 -3.688  0.0231
C 3.703 0.862 -4.260  -0.4882
O 3.635 1.156 -5.405  0.1951
O 3.879 1.701 -3.149  0.0868
C 2.822 1.239 -2.258  -0.2347
O 3.328 1.548 -0.979  -0.0742
C 2.546 2.527 -0.294  -0.2154
C 1.068 2.075 -0.009  -0.0639
H 2.538 -1.056 2.107  0.0456
H 4.564 -0.961 -1.524  0.1241
H 3.462 -2.248 -2.003  0.1366
H 1.484 -1.217 -4.067  0.1346
H 1.285 -1.926 -2.471  0.1153
H 0.203 0.880 -2.368  0.0731
H -0.473 -0.079 -3.692  0.1052
H -0.953 -1.949 -1.944  0.1155
H -0.602 -0.621 -0.700  0.1049
H -2.989 -0.825 -1.168  0.1196
H -2.799 -0.736 -2.918  0.1259
H -1.617 2.466 -3.285  0.0864
H -2.382 1.048 -4.047  0.0843
H -3.381 2.428 -3.376  0.0960
H -3.390 3.027 0.361  0.0887
H -4.711 3.459 -0.842  0.0882
H -2.973 3.583 -1.280  0.0740
H 1.970 1.880 -2.561  0.1669
H 3.023 2.655 0.700  0.1206
H 2.580 3.529 -0.774  0.1266
H 0.936 0.987 -0.144  0.0542
H 0.749 2.404 1.001  0.0808
H 0.402 2.617 -0.716  0.0675
F 6.392 -0.300 2.161  0.0970
C 6.811 -0.803 0.985  -0.2901
F 5.725 -1.348 0.384  0.0823
C 7.890 -1.872 1.164  -0.4371
F 7.400 -2.933 1.843  0.1331
F 8.204 -2.325 -0.084  0.1050
C 9.215 -1.424 1.813  -0.0409
O 9.392 -1.699 3.202  0.0400
C 8.926 -0.788 4.146  -0.5270
F 8.507 0.346 3.556  0.1450
F 9.991 -0.449 4.907  0.1449
C 7.861 -1.403 5.056  -0.2830
F 6.788 -1.809 4.347  0.0994
F 7.429 -0.485 5.953  0.0989
H 7.168 0.018 0.357  0.1772
H 9.989 -2.023 1.331  0.1484
H 9.466 -0.391 1.568  0.1454
H 8.264 -2.263 5.594  0.1759
F -7.064 -0.566 2.442  0.0924
C -6.927 0.388 1.498  -0.3024
F -6.288 1.430 2.089  0.0888
C -8.274 0.854 0.946  -0.4363
F -9.016 1.428 1.922  0.1285
F -8.010 1.834 0.037  0.1035
C -9.130 -0.201 0.217  -0.0387
O -10.186 -0.815 0.954  0.0388
C -9.923 -1.945 1.722  -0.5279
F -8.675 -2.396 1.501  0.1456
F -10.760 -2.912 1.281  0.1426
C -10.205 -1.706 3.207  -0.2840
F -9.434 -0.715 3.696  0.1007
F -9.929 -2.824 3.919  0.0979
H -6.283 0.008 0.700  0.1560
H -9.649 0.345 -0.572  0.1477
H -8.518 -0.938 -0.306  0.1463
H -11.252 -1.436 3.360  0.1753

Properties
Frontier orbital gap in eV: 10.296
SMILES string: C#CC[C@]1(CCCCN(C)C(C)=O)OC(=O)O[C@@H]1OCC.FC(F)C(F)(F)COC(F)(F)C(F)F.FC(F)C(F)(F)COC(F)(F)C(F)F
Total charge: 0
HOMO energy in eV: -9.8
Electronic energy in a.u.: -3150.39433



(4)
Entry from the OMol25 dataset: a 3-piece molecular cluster, C25H31F3N2O4S overall in a non-equilibrium geometry (ωB97M-V/def2-TZVPD).

Last column: natural (NBO) charge in e.
Geometry (Å):
C -1.670 3.808 -4.112  -0.6341
C -2.032 2.502 -3.228  -0.4327
C -0.762 1.497 -3.064  -0.0929
O -0.724 1.104 -1.662  -0.3625
N 0.430 1.549 -1.063  -0.3206
C 0.078 2.522 0.018  -0.2653
C 1.320 3.324 0.631  -0.4472
C 1.867 4.522 -0.287  -0.2302
N 3.305 4.327 -0.670  -0.6449
C 3.707 5.215 -1.802  -0.2570
C 3.867 4.326 -3.129  -0.0561
C 2.909 3.105 -3.297  -0.2152
C 2.937 2.108 -4.479  -0.2462
C 3.969 2.348 -5.608  -0.2199
C 4.919 3.575 -5.484  -0.2643
C 4.893 4.564 -4.261  0.2744
O 5.809 5.658 -4.207  -0.7120
S 1.175 0.101 -0.457  2.2858
O 1.364 -0.801 -1.665  -0.8676
O 0.274 -0.677 0.491  -0.8501
F 2.710 0.335 0.173  -0.4457
H -0.601 3.734 -4.507  0.2167
H -2.384 3.832 -5.002  0.2216
H -1.791 4.723 -3.419  0.2167
H -2.931 1.926 -3.662  0.2158
H -2.346 2.805 -2.157  0.2116
H 0.212 1.931 -3.464  0.2138
H -1.028 0.569 -3.702  0.2066
H -0.610 3.310 -0.476  0.2253
H -0.578 2.020 0.823  0.2275
H 2.215 2.681 0.926  0.2404
H 0.939 3.802 1.614  0.2291
H 1.188 4.755 -1.191  0.2041
H 1.838 5.486 0.358  0.1805
H 3.901 4.490 0.162  0.3722
H 4.721 5.671 -1.538  0.2257
H 2.955 6.044 -2.034  0.1981
H 2.132 2.940 -2.485  0.2214
H 2.189 1.237 -4.446  0.2337
H 3.974 1.623 -6.487  0.2316
H 5.648 3.734 -6.348  0.2294
H 5.406 6.367 -4.770  0.4860
F -3.373 -5.928 1.268  -0.3299
C -2.212 -5.337 1.602  0.3911
C -1.547 -5.743 2.747  -0.2951
C -0.343 -5.136 3.091  -0.1930
C 0.176 -4.121 2.290  -0.2288
C -0.504 -3.717 1.143  -0.1873
C -1.702 -4.332 0.794  -0.2875
H -1.970 -6.529 3.363  0.2272
H 0.189 -5.452 3.981  0.2162
H 1.112 -3.645 2.560  0.2161
H -0.100 -2.924 0.523  0.2425
H -2.240 -4.037 -0.099  0.2264
F -4.605 -3.868 7.971  -0.3227
C -4.506 -4.920 7.144  0.3996
C -4.410 -6.197 7.675  -0.2893
C -4.313 -7.288 6.817  -0.1923
C -4.302 -7.089 5.439  -0.2369
C -4.395 -5.801 4.917  -0.1917
C -4.503 -4.711 5.773  -0.2855
H -4.412 -6.332 8.750  0.2272
H -4.245 -8.292 7.222  0.2172
H -4.222 -7.940 4.770  0.2166
H -4.382 -5.648 3.843  0.2270
H -4.584 -3.703 5.385  0.2296

Properties
Frontier orbital gap in eV: 8.097
ΔE to the lowest compared entry with this formula, charge and spin in eV: 10.9785
SMILES string: CCCON(CCCNCc1ccccc1O)S(=O)(=O)F.Fc1ccccc1.Fc1ccccc1
Total charge: 0
HOMO energy in eV: -8.7
Electronic energy in a.u.: -2079.13345



Q: Look up the electronic energy of the third one.
A: -3150.39433 a.u.



Q: Among the records above, which one has the highest electronic energy?
A: C25H31F3N2O4S